Here is a 2-piece molecular cluster, C9H14O overall at a distorted geometry from OMol25. Energies are from ωB97M-V/def2-TZVPD.

```
24
Properties=species:S:1:pos:R:3
C 0.519 -2.362 -0.128
C 0.934 -0.888 -0.145
C 1.491 -0.464 -1.363
C 2.232 0.697 -1.286
C 2.486 1.320 -0.071
C 1.723 1.075 1.100
C 0.979 -0.139 1.051
H 1.390 -2.981 0.246
H 0.536 -2.799 -1.137
H -0.409 -2.647 0.220
H 1.294 -1.148 -2.176
H 2.817 1.091 -2.014
H 3.083 2.261 -0.079
H 1.876 1.544 1.998
H 0.353 -0.461 1.855
C -2.585 -0.216 -0.791
C -3.299 0.155 0.556
O -2.566 1.160 1.078
H -1.467 -0.514 -0.805
H -2.692 0.592 -1.568
H -2.868 -1.201 -1.127
H -4.351 0.582 0.522
H -3.229 -0.744 1.291
H -2.694 2.078 0.625
```

Properties
HOMO energy: -8.79 eV
Multiplicity: 1
Kohn-Sham gap: 9.71 eV
SMILES string: Cc1ccccc1.CCO
Energy relative to the best compared isomer or geometry (same formula, charge and spin): 237.0 kJ/mol
Electronic energy: -11605.1803 eV